Record 1
Here is a cluster of 3 separate species, C2H11N2O2 in total at a distorted geometry from the OMol25 dataset. Energies are from ωB97M-V with the def2-TZVPD basis set.

**Total charge**: +1
**Molecular weight**: 95.1 u
**Energy above the lowest of the compared OMol25 structures with the same formula, charge and spin**: 197.6 kJ/mol

Last column: Mulliken charge in e.
Element x y z (Å)
C  0.259  -0.282  0.606  -0.120
C  1.402  0.441  0.306  -0.384
N  2.194  0.680  1.606  -0.270
N  -0.641  -0.377  -0.331  -0.175
H  0.119  -0.668  1.596  0.226
H  1.882  0.812  -0.572  0.407
H  3.192  0.563  1.474  0.354
H  1.866  -0.058  2.163  0.289
H  2.059  1.644  1.846  0.336
H  -0.546  0.160  -1.195  0.199
H  -1.432  -0.988  -0.226  0.205
H  -0.371  2.180  -2.634  0.325
H  -0.212  1.134  -3.506  0.318
O  0.187  1.417  -2.684  -0.665
H  -3.931  -2.174  0.030  0.316
H  -2.980  -2.572  1.128  0.315
O  -3.048  -1.911  0.392  -0.675

---

Record 2
Here is a cluster of 3 separate species, C2H11N2O2 in total at a distorted geometry from the OMol25 dataset. Energies are from ωB97M-V with the def2-TZVPD basis set.

**Total charge**: +1
**Molecular weight**: 95.1 u
**Energy above the lowest of the compared OMol25 structures with the same formula, charge and spin**: 385.3 kJ/mol

Last column: Mulliken charge in e.
Element x y z (Å)
C  0.842  0.334  0.706  -0.124
C  1.726  1.186  0.052  -0.639
N  2.108  2.471  0.462  -0.182
N  -0.230  -0.337  0.238  -0.180
H  1.148  0.157  1.780  0.280
H  2.164  0.837  -0.878  0.311
H  2.533  2.558  1.405  0.345
H  2.793  2.689  -0.304  0.379
H  1.251  2.919  0.298  0.399
H  -1.118  -0.047  -0.216  0.256
H  -0.267  -1.319  0.508  0.229
H  -2.382  -1.163  -1.898  0.277
H  -2.508  0.089  -2.705  0.327
O  -2.014  -0.313  -1.932  -0.640
H  -1.819  -3.194  0.009  0.305
H  -2.057  -2.933  1.595  0.310
O  -1.522  -2.768  0.800  -0.652

---

Record 3
Here is a cluster of 3 separate species, C2H11N2O2 in total at a distorted geometry from the OMol25 dataset. Energies are from ωB97M-V with the def2-TZVPD basis set.

**Total charge**: +1
**Molecular weight**: 95.1 u
**Energy above the lowest of the compared OMol25 structures with the same formula, charge and spin**: 279.9 kJ/mol

Last column: Mulliken charge in e.
Element x y z (Å)
C  -0.028  -0.196  0.588  0.137
C  1.200  -0.779  0.839  -0.522
N  1.280  -0.889  2.296  -0.278
N  -0.519  0.089  -0.602  -0.256
H  -0.797  -0.035  1.351  0.192
H  2.141  -0.740  0.216  0.313
H  1.785  -0.018  2.627  0.378
H  1.574  -1.781  2.679  0.337
H  0.427  -0.791  2.758  0.296
H  0.094  0.389  -1.380  0.192
H  -1.578  0.064  -0.794  0.243
H  1.292  0.105  -3.976  0.316
H  2.262  0.325  -2.603  0.322
O  1.333  0.174  -2.977  -0.667
H  -4.116  1.168  -0.835  0.363
H  -3.164  1.354  0.366  0.317
O  -3.186  1.562  -0.552  -0.682

---

Record 4
Here is a cluster of 2 separate species, C2H11N3 in total at a distorted geometry from the OMol25 dataset. Energies are from ωB97M-V with the def2-TZVPD basis set.

**Molecular weight**: 77.1 u
**SMILES string**: CNC.NN
**Energy above the lowest of the compared OMol25 structures with the same formula, charge and spin**: 179.1 kJ/mol

Last column: Mulliken charge in e.
Element x y z (Å)
C  -0.124  -0.434  -1.367  -0.893
N  -0.688  1.419  1.185  -0.591
N  -0.587  2.701  0.556  -0.451
H  -1.625  1.039  1.022  0.255
H  0.173  3.242  0.974  0.226
H  -0.374  2.631  -0.446  0.190
H  0.098  -1.227  -2.084  0.383
H  -1.176  -0.408  -1.082  0.317
H  0.126  0.544  -1.781  0.251
C  0.468  -1.943  0.534  -0.855
N  0.771  -0.662  -0.101  -0.442
H  1.749  -0.656  -0.391  0.238
H  0.016  0.577  0.840  0.442
H  1.175  -2.134  1.348  0.317
H  0.534  -2.777  -0.170  0.344
H  -0.537  -1.912  0.964  0.268

---

Record 5
Here is a cluster of 2 separate species, C2H11N3O in total from the OMol25 dataset. Energies are from ωB97M-V with the def2-TZVPD basis set.

**Molecular weight**: 93.1 u
**SMILES string**: NCN.NCO
**Energy above the lowest of the compared OMol25 structures with the same formula, charge and spin**: 10.8 kJ/mol

Last column: Mulliken charge in e.
Element x y z (Å)
N  3.444  0.875  -2.525  -0.581
C  3.208  0.812  -1.080  -0.318
N  3.239  2.046  -0.344  -0.507
H  2.945  1.648  -2.945  0.226
H  4.432  0.966  -2.718  0.221
H  2.242  0.352  -0.897  0.285
H  3.945  0.092  -0.700  0.286
H  2.361  2.500  -0.173  0.208
H  3.989  2.679  -0.562  0.182
N  -4.862  -1.330  1.772  -0.607
C  -3.533  -1.823  1.700  -0.227
O  -2.727  -1.006  0.838  -0.539
H  -5.277  -1.291  0.847  0.249
H  -4.869  -0.374  2.116  0.242
H  -3.087  -1.833  2.695  0.292
H  -3.552  -2.854  1.343  0.298
H  -1.900  -1.459  0.631  0.291

---

Record 6
Here is a cluster of 2 separate species, C2H11N3O in total at a distorted geometry from the OMol25 dataset. Energies are from ωB97M-V with the def2-TZVPD basis set.

**Total charge**: +1
**Spin multiplicity**: 2
**Molecular weight**: 93.1 u
**Energy above the lowest of the compared OMol25 structures with the same formula, charge and spin**: 218.1 kJ/mol
**<S²>**: 0.76

Last column: Mulliken spin population.
Element x y z (Å)
N  -1.983  -1.238  0.486  0.698
C  -1.990  -0.684  -0.916  -0.023
N  -1.171  -1.231  -1.938  0.161
H  -1.970  -0.449  1.147  -0.015
H  -1.076  -1.684  0.690  -0.006
H  -2.004  0.399  -1.061  0.048
H  -3.034  -0.988  -1.106  0.050
H  -0.165  -1.049  -1.947  -0.008
H  -1.103  -2.254  -1.956  0.006
N  1.962  0.991  -0.174  0.038
C  1.985  0.834  1.267  0.003
O  2.030  2.112  1.901  0.031
H  1.588  0.098  -0.507  -0.001
H  1.120  1.547  -0.350  0.000
H  2.799  0.249  1.688  0.005
H  0.961  0.526  1.547  0.015
H  2.052  2.821  1.230  -0.001